[1]
The following is a quantum chemistry calculation of a molecular structure, C37H32AsF6IPdSb2 at a distorted geometry, from the OMol25 dataset.

Geometry (Å):
Pd: -1.73234 -0.11175 -0.13624
I: -3.18835 -1.88937 1.48543
C: -3.18463 -3.24300 -0.15256
C: -3.66020 -4.51476 0.08231
C: -3.75431 -5.41858 -0.97629
C: -3.43274 -5.00591 -2.24734
C: -2.95617 -3.70235 -2.50087
C: -2.67569 -3.28288 -3.81644
C: -2.09434 -2.05887 -4.04804
C: -1.77456 -1.22131 -2.97339
C: -2.13072 -1.53530 -1.67197
C: -2.75722 -2.78624 -1.41526
H: -3.96085 -4.80755 1.07814
H: -4.10102 -6.42215 -0.78512
H: -3.53109 -5.68869 -3.07885
H: -2.92024 -3.93553 -4.64342
H: -1.86057 -1.74633 -5.05556
H: -1.21007 -0.31894 -3.20349
C: 0.85411 -2.57609 0.70826
C: 1.83801 -2.29112 -0.42366
C: 1.25704 -1.52244 -1.59931
Sb: 0.83430 0.64602 -1.10633
C: -0.63686 2.24551 -1.82578
C: -0.11189 3.49671 -1.53678
C: -0.78575 4.61763 -1.99942
C: -1.97153 4.46610 -2.70687
C: -2.51015 3.20858 -2.91244
C: -1.86537 2.07026 -2.43014
C: 2.49977 1.52138 -2.21724
C: 3.78399 1.27687 -1.75290
C: 4.84974 1.91182 -2.37076
C: 4.62258 2.75833 -3.44733
C: 3.33287 2.97957 -3.90836
C: 2.25687 2.35961 -3.29229
Sb: 0.28793 -0.70212 1.75418
C: -0.39910 -0.84055 3.85118
C: -0.98754 -1.98093 4.37022
C: -1.69132 -1.85711 5.56196
C: -1.76480 -0.62679 6.20176
C: -1.18403 0.50796 5.65139
C: -0.46398 0.39918 4.47001
C: 2.28443 0.07550 2.14145
C: 3.21939 -0.82930 2.61386
C: 4.51312 -0.38509 2.85081
C: 4.84195 0.94282 2.61207
C: 3.89132 1.84096 2.15134
C: 2.58839 1.41123 1.92696
H: 1.30826 -3.24665 1.43846
H: -0.07013 -3.02780 0.33366
H: 2.17066 -3.25527 -0.83019
H: 2.73736 -1.80026 -0.03596
H: 0.31780 -1.97006 -1.92320
H: 1.95829 -1.47323 -2.43229
H: 0.80023 3.61257 -0.95896
H: -0.39945 5.60212 -1.77458
H: -2.50325 5.34109 -3.05794
H: -3.44686 3.09181 -3.43819
H: -2.35953 1.11554 -2.55505
H: 3.96094 0.61643 -0.91324
H: 5.85411 1.75180 -2.00584
H: 5.45632 3.23683 -3.94211
H: 3.15392 3.62480 -4.75536
H: 1.25888 2.51563 -3.67835
H: -0.91597 -2.94257 3.87732
H: -2.16515 -2.73055 5.98630
H: -2.25852 -0.55338 7.16244
H: -1.27404 1.47695 6.12241
H: -0.00661 1.28260 4.03244
H: 2.96012 -1.86045 2.80982
H: 5.25082 -1.07682 3.23438
H: 5.84730 1.28742 2.81146
H: 4.14540 2.87970 1.98974
H: 1.83319 2.13006 1.62353
F: -0.69438 1.92882 1.08601
As: -2.38764 2.55201 1.72044
F: -2.11390 3.99606 0.86946
F: -3.02085 1.77075 0.18888
F: -3.92387 2.84747 2.30701
F: -2.40806 0.82490 2.31007
F: -1.52376 3.01673 3.12053

Values from the calculation:
LUMO energy (alpha / beta)	-11.735 / -12.478	eV
total charge	+3
⟨S²⟩	0.784
2S+1	2
energy above the lowest of the compared OMol25 structures with the same formula, charge and spin	0.00	kJ/mol

Atomic partial charges in e from the Löwdin method, atoms 1 to 5: 0.49 1.37 -0.56 -0.10 -0.02

***

[2]
The following is a quantum chemistry calculation of a molecular structure, C37H32BiN3O5, from the OMol25 dataset.

Geometry (Å):
Bi: 0.82853 0.49806 0.56662
C: 0.59887 1.02441 4.11763
C: 1.48800 -0.19190 4.13050
C: 2.46883 -0.32673 5.10179
C: 3.24401 -1.47188 5.15917
C: 3.03539 -2.48906 4.24606
C: 2.06618 -2.39427 3.25007
C: 1.87920 -3.54344 2.30352
C: 1.29553 -1.22155 3.19216
N: 0.29881 -0.97846 2.20182
C: -0.76406 -1.78475 2.03323
O: -1.03676 -2.82868 2.60191
C: -1.77503 -1.15346 1.09759
C: -3.10028 -1.54814 1.07763
C: -4.02449 -0.73960 0.42897
C: -3.61199 0.46233 -0.13049
C: -2.26573 0.78182 -0.09934
N: -1.38587 -0.05952 0.44439
C: -1.75576 2.13376 -0.56434
O: -2.55877 2.93442 -1.02479
N: -0.45143 2.26761 -0.31183
C: 0.34267 3.35266 -0.76258
C: 1.17571 3.98785 0.17445
C: 1.06045 3.72259 1.65797
C: 2.10332 4.92921 -0.25493
C: 2.21285 5.25847 -1.59208
C: 1.36183 4.66422 -2.50790
C: 0.41275 3.72491 -2.12251
C: -0.50172 3.15806 -3.16828
H: 0.85633 1.69740 4.93373
H: -0.44802 0.73397 4.22406
H: 0.68395 1.58821 3.18507
H: 2.61518 0.46449 5.82750
H: 4.00099 -1.58018 5.92573
H: 3.63454 -3.38972 4.29832
H: 2.62761 -4.31136 2.49234
H: 1.96987 -3.21269 1.27218
H: 0.88860 -3.98181 2.42537
H: -3.37280 -2.45429 1.59989
H: -5.07011 -1.01708 0.40911
H: -4.29352 1.17759 -0.56793
H: 0.13590 3.19722 1.89421
H: 1.04935 4.66767 2.20095
H: 1.91246 3.14621 2.03023
H: 2.73404 5.41853 0.47868
H: 2.94157 5.98735 -1.92294
H: 1.42567 4.93276 -3.55572
H: -0.14859 3.42901 -4.16194
H: -1.51071 3.54534 -3.03354
H: -0.55338 2.07443 -3.09556
O: 0.28816 -0.01872 -1.99050
C: 1.31402 -0.81583 -2.60343
C: 2.14667 -1.50055 -1.47697
O: 3.15839 -2.10603 -1.74661
O: 1.60847 -1.41837 -0.29306
C: 0.71412 -2.00957 -3.34440
C: 1.33873 -2.52846 -4.47435
C: 0.84730 -3.67289 -5.08109
C: -0.26831 -4.31719 -4.56639
C: -0.89010 -3.81094 -3.43712
C: -0.39744 -2.66804 -2.82551
C: 2.12330 0.11825 -3.48252
C: 1.49971 0.67231 -4.59747
C: 2.17480 1.56471 -5.41143
C: 3.48845 1.91021 -5.12262
C: 4.11514 1.35906 -4.01740
C: 3.43692 0.46626 -3.19761
H: -0.51991 -0.54629 -1.94055
H: 2.21831 -2.03982 -4.86836
H: 1.34415 -4.05912 -5.96168
H: -0.63754 -5.22117 -5.03275
H: -1.75337 -4.31260 -3.01903
H: -0.87957 -2.32489 -1.91328
H: 0.47850 0.39495 -4.83019
H: 1.67696 1.99160 -6.27313
H: 4.02199 2.60370 -5.76000
H: 5.14245 1.61519 -3.79209
H: 3.94258 0.02775 -2.34835

Values from the calculation:
LUMO energy	-0.985	eV
2S+1	1

Atomic partial charges in e from the Löwdin method, atoms 1 to 5: 2.03 -0.04 -0.22 -0.06 -0.08

***

[3]
The following is a quantum chemistry calculation of a molecular structure, C37H32CsN3O2PSb at a distorted geometry, from the OMol25 dataset.

Geometry (Å):
Cs: -15.34967 -13.49776 1.28736
C: -17.98933 -13.79828 4.24324
C: -16.92396 -14.38726 5.10941
C: -16.93423 -14.56376 6.52530
C: -15.85652 -15.12254 7.16349
C: -14.72171 -15.45828 6.41515
C: -14.74953 -15.18065 5.04512
N: -15.76066 -14.62612 4.39900
Sb: -12.96474 -15.68756 3.89378
C: -13.68581 -16.62611 2.01089
C: -12.62226 -17.21338 1.31949
C: -12.84376 -17.73454 0.03066
C: -14.14067 -17.82253 -0.43315
C: -15.11158 -17.09630 0.26132
C: -16.59866 -17.14758 -0.11390
N: -14.83509 -16.38982 1.38479
C: -12.43153 -13.81912 2.92974
C: -11.77438 -13.74848 1.68325
C: -11.25457 -12.54325 1.23030
C: -11.56823 -11.38296 1.90130
C: -12.16262 -11.48899 3.17077
C: -12.35394 -10.31726 4.07835
N: -12.65199 -12.66158 3.62684
H: -18.97952 -14.20380 4.37944
H: -17.69466 -14.06712 3.25083
H: -18.04132 -12.73147 4.36536
H: -17.81530 -14.26241 7.08953
H: -15.92816 -15.32196 8.24343
H: -13.87205 -15.87854 6.95800
H: -11.62861 -17.30444 1.73660
H: -12.04115 -18.07272 -0.60104
H: -14.29508 -18.35962 -1.37238
H: -17.07142 -18.14664 -0.26299
H: -16.73941 -16.55099 -1.03017
H: -17.14029 -16.66360 0.70578
H: -11.61391 -14.58764 1.01158
H: -10.68533 -12.55743 0.31193
H: -11.44189 -10.41436 1.49111
H: -12.45024 -10.65326 5.10675
H: -13.22385 -9.66303 3.80431
H: -11.50710 -9.61618 3.99999
O: -15.89846 -10.77741 -1.37016
C: -16.78466 -11.78562 -1.72375
O: -16.88784 -12.76211 -0.98773
C: -17.46454 -11.53341 -3.01738
C: -18.52092 -12.17757 -3.61068
C: -18.75068 -12.00999 -4.99096
C: -17.83883 -11.31360 -5.76127
C: -16.79510 -10.57383 -5.15301
C: -16.73577 -10.54733 -3.77323
P: -16.07519 -9.38977 -2.52392
C: -14.63135 -8.56329 -3.16464
C: -14.63185 -7.94325 -4.43852
C: -13.42022 -7.49925 -4.96545
C: -12.20937 -7.48658 -4.20035
C: -12.24128 -7.94754 -2.88224
C: -13.46172 -8.51212 -2.36200
C: -17.30568 -8.21265 -1.98392
C: -17.34038 -7.66137 -0.71036
C: -18.11600 -6.58249 -0.43344
C: -18.87365 -5.99308 -1.42023
C: -18.91977 -6.52953 -2.70246
C: -18.23152 -7.65932 -2.96884
H: -19.21826 -12.80008 -3.04007
H: -19.54161 -12.51075 -5.50412
H: -17.88750 -11.34593 -6.82095
H: -16.05524 -10.11145 -5.80633
H: -15.53382 -7.70757 -5.03697
H: -13.41346 -7.19760 -6.02348
H: -11.27712 -7.26813 -4.72223
H: -11.40719 -7.92685 -2.17314
H: -13.54615 -8.79342 -1.34788
H: -16.70209 -8.03490 0.05074
H: -18.07236 -6.09360 0.56271
H: -19.52145 -5.11508 -1.16742
H: -19.55185 -6.05733 -3.47400
H: -18.43179 -8.22864 -3.87437

Values from the calculation:
LUMO energy (alpha / beta)	-0.256 / -0.256	eV
2S+1	1
energy above the lowest of the compared OMol25 structures with the same formula, charge and spin	560.87	kJ/mol

Atomic partial charges in e from the Löwdin method, atoms 1 to 5: 1.03 -0.03 -0.27 -0.02 -0.08

***

Per-record total energy, Ha: -5169.052412 -2184.312565 -2345.428382